Below is one molecule with the formula C6H10O, with properties calculated with ωB97M-V/def2-TZVPD.

Structure (ORCA input):
```
! RIJCOSX wB97M-V def2-TZVPD def2/J DEFGRID3
* xyz 0 1
C 1.97 -0.58 0.84
C 0.57 -0.03 0.60
C 0.47 0.83 -0.65
C -0.95 1.15 -0.87
C -2.09 0.39 -0.46
C -1.68 -0.75 0.36
O -0.31 -1.14 0.48
H 2.69 0.24 0.94
H 2.27 -1.21 0.00
H 1.98 -1.18 1.75
H 0.26 0.58 1.47
H 0.88 0.27 -1.50
H 1.08 1.74 -0.54
H -1.22 2.20 -0.84
H -1.43 0.99 -1.90
H -2.09 -0.46 1.35
H -2.23 -1.66 0.09
*
```

Properties
- Energy: -8427.7120 eV
- Frontier orbital gap: 0.3395 Eh
- Strongest force on any atom: 3.02 eV/A
- HOMO: -8.5 eV
- LUMO: 0.02847 Ha
- Energy above the lowest of the compared OMol25 structures with the same formula, charge and spin: 81.37 kcal/mol